Entry from the Open Molecules 2025 dataset: C26H18N5O2PdSe2 as an isolated structure at a distorted geometry (the ωB97M-V functional and the def2-TZVPD basis).

Its energy above the lowest of the compared OMol25 structures with the same formula, charge and spin is 56.7 kcal/mol. The value obtained for the largest force on an atom is 0.045 Eh/bohr. Its HOMO energy is -10.32 eV. Its total charge is +1. The calculation puts the calculated total energy at -6356.346562 Ha. The value obtained for the LUMO energy is -4.53 eV.

Positions of all 54 atoms, in Å:
1 Pd 0.348 0.746 0.082
2 O -6.115 2.683 -0.350
3 C -5.188 3.478 -0.544
4 O -5.104 4.572 -1.111
5 C -3.798 2.774 -0.433
6 C -2.642 3.454 -0.792
7 C -1.422 2.813 -0.672
8 N -1.380 1.555 -0.229
9 C -2.484 0.868 0.131
10 C -3.720 1.462 0.038
11 C -2.156 -0.521 0.531
12 C -3.184 -1.549 0.703
13 C -2.859 -2.821 0.963
14 C -1.441 -3.285 1.055
15 C -0.477 -2.164 0.610
16 N -0.893 -0.781 0.630
17 C -0.084 3.374 -0.954
18 C 0.118 4.638 -1.471
19 C 1.415 5.085 -1.674
20 C 2.476 4.261 -1.347
21 C 2.207 3.007 -0.829
22 N 0.963 2.567 -0.644
23 H -2.765 4.473 -1.139
24 H -4.654 0.982 0.303
25 H -4.216 -1.235 0.648
26 H -3.644 -3.549 1.134
27 H -1.249 -3.742 2.029
28 H 0.507 -2.258 1.064
29 H -0.730 5.264 -1.708
30 H 1.591 6.072 -2.080
31 H 3.500 4.574 -1.488
32 H 3.004 2.330 -0.552
33 Se 3.437 -3.021 -1.843
34 Se 3.190 -0.714 -1.858
35 C 3.266 -0.522 0.063
36 C 4.434 -0.875 0.730
37 C 4.496 -0.777 2.106
38 C 3.380 -0.318 2.794
39 C 2.262 0.033 2.075
40 N 2.193 -0.059 0.729
41 C 1.633 -3.448 -1.261
42 C 1.449 -4.679 -0.462
43 C 0.253 -4.980 0.050
44 C -0.946 -4.109 -0.182
45 C -0.510 -2.765 -0.805
46 N 0.732 -2.600 -1.496
47 H 5.277 -1.227 0.153
48 H 5.400 -1.047 2.635
49 H 3.372 -0.225 3.871
50 H 1.375 0.401 2.575
51 H 2.302 -5.326 -0.304
52 H 0.123 -5.894 0.619
53 H -1.727 -4.661 -0.709
54 H -1.315 -2.315 -1.386

Atomic forces in eV per Å
Pd 0.016 -0.181 -0.166
O -0.231 0.223 0.808
C 0.127 -0.953 -2.117
O -0.065 0.568 0.674
C 0.158 0.263 0.758
C -0.044 -0.030 -0.021
C -0.036 -0.002 -0.074
N 0.046 -0.044 0.101
C 0.010 -0.138 0.036
C 0.022 -0.057 -0.051
C -0.098 0.080 -0.030
C 0.057 -0.047 0.053
C 0.010 0.109 -0.070
C 0.109 -0.048 0.180
C -0.187 0.089 0.044
N 0.206 -0.009 -0.101
C 0.044 0.045 0.042
C -0.022 -0.006 0.003
C -0.026 0.053 -0.014
C 0.047 -0.050 0.014
C -0.005 -0.023 -0.045
N 0.037 0.020 0.061
H -0.001 -0.002 -0.002
H 0.001 -0.002 0.003
H -0.007 -0.012 -0.025
H -0.004 0.012 0.010
H -0.054 -0.005 0.014
H 0.007 -0.034 -0.050
H 0.000 -0.002 -0.009
H -0.001 -0.001 -0.005
H 0.001 0.003 0.008
H -0.008 -0.006 -0.003
Se -0.028 -0.050 -0.056
Se -0.096 -0.019 0.117
C -0.137 0.108 -0.027
C -0.038 0.003 0.041
C -0.041 0.013 -0.005
C 0.048 -0.027 0.005
C 0.076 -0.050 -0.040
N -0.003 0.099 0.083
C -0.145 0.089 0.100
C -0.014 0.000 0.028
C 0.037 0.046 0.048
C -0.108 0.013 -0.076
C 0.113 0.020 -0.135
N 0.179 -0.004 -0.105
H 0.007 -0.007 0.012
H 0.001 -0.002 0.000
H 0.014 -0.002 0.000
H -0.004 0.016 -0.020
H -0.009 -0.017 -0.014
H 0.002 -0.009 -0.013
H 0.016 -0.038 0.016
H 0.017 0.003 0.017

Entry from the Open Molecules 2025 dataset: C18H11IO2S in the gas phase at a distorted geometry (the ωB97M-V functional and the def2-TZVPD basis).

The value obtained for the largest force on an atom is 0.088 Eh/bohr. Its HOMO energy is -8.50 eV. Its total charge is 0. The calculation puts the calculated total energy at -1538.865283 Ha. The value obtained for the LUMO energy is -1.45 eV.

Positions of all 33 atoms, in Å:
1 O -1.933 -4.284 0.348
2 O -0.801 -2.982 2.852
3 I -1.995 -1.572 -4.921
4 S -0.279 2.385 1.017
5 C -1.342 -3.222 0.483
6 C -0.648 -2.675 1.663
7 C 1.644 1.199 2.392
8 C 0.360 1.010 1.941
9 C 2.881 4.933 0.875
10 C 3.786 4.255 1.714
11 C -0.487 -0.241 -2.396
12 C 1.560 4.452 0.631
13 C 3.405 3.021 2.266
14 C -1.635 -2.310 -1.921
15 C -0.032 -0.200 -1.076
16 C -1.278 -1.306 -2.814
17 C 1.251 3.211 1.230
18 C 2.145 2.516 2.053
19 C -1.134 -2.269 -0.634
20 C -0.369 -1.223 -0.202
21 C -0.412 -0.213 2.162
22 C 0.025 -1.369 1.267
23 H 2.210 0.458 2.917
24 H 3.191 5.851 0.381
25 H 4.773 4.623 1.957
26 H -0.188 0.503 -3.114
27 H 0.881 4.991 -0.008
28 H 4.149 2.462 2.805
29 H -2.248 -3.129 -2.282
30 H 0.644 0.584 -0.773
31 H -1.513 -0.038 2.055
32 H -0.257 -0.446 3.259
33 H 1.107 -1.510 1.336

Atomic forces in eV per Å
O 0.654 1.114 0.905
O 0.358 -0.104 -2.842
I 0.689 0.452 1.808
S 0.910 -0.590 0.888
C -1.439 -2.655 -2.753
C -0.288 1.217 4.356
C -1.629 0.971 -0.784
C 1.343 1.181 -0.109
C -0.973 -0.059 -0.104
C -1.117 -0.915 0.004
C 0.068 -0.304 -0.022
C 2.230 -0.697 1.121
C 1.088 1.350 -0.266
C -0.196 -0.370 -1.141
C 0.248 -0.039 -0.527
C -0.693 -0.618 -0.723
C -0.797 1.462 -0.612
C -0.317 -1.079 -0.766
C -0.589 -0.099 0.514
C 0.749 0.930 0.588
C -1.210 -0.554 1.553
C 0.308 -0.263 -0.693
H 0.115 -0.252 0.336
H -0.064 -0.077 0.186
H -0.012 0.211 -0.319
H 0.064 0.246 0.007
H -0.115 -0.015 -0.060
H 0.015 -0.189 0.334
H 0.054 -0.018 0.318
H -0.067 0.104 -0.016
H 0.811 -0.141 -0.041
H -0.254 -0.305 -1.261
H 0.057 0.105 0.122

Entry from the Open Molecules 2025 dataset: H4O14S3Zn as an isolated structure at a distorted geometry (the ωB97M-V functional and the def2-TZVPD basis).

Its energy above the lowest of the compared OMol25 structures with the same formula, charge and spin is 170.8 kcal/mol. The value obtained for the largest force on an atom is 0.081 Eh/bohr. Its HOMO energy is 2.93 eV. Its total charge is -4. The calculation puts the calculated total energy at -4029.212218 Ha. The value obtained for the LUMO energy is 4.83 eV.

Positions of all 22 atoms, in Å:
1 Zn 0.158 0.709 0.191
2 S 3.785 -3.615 -0.553
3 O 3.882 -3.433 -2.013
4 O 3.121 -2.488 0.153
5 O 3.112 -4.854 -0.373
6 O 5.114 -3.688 -0.048
7 S -4.472 -2.617 -0.046
8 O -5.399 -1.708 -0.643
9 O -3.105 -2.161 -0.322
10 O -4.656 -2.613 1.409
11 O -4.675 -3.990 -0.587
12 S 2.350 3.490 -2.678
13 O 1.242 2.560 -2.870
14 O 2.740 3.121 -1.273
15 O 3.452 3.176 -3.548
16 O 1.972 4.913 -2.696
17 O -2.387 3.777 0.712
18 H -3.083 4.172 0.187
19 H -2.378 4.287 1.522
20 O -0.267 0.506 4.148
21 H 0.502 0.273 4.668
22 H -1.010 0.185 4.659

Atomic forces in eV per Å
Zn 0.176 -0.009 -0.154
S -1.071 1.950 -1.500
O -0.098 0.878 -0.825
O -0.226 -0.170 -0.302
O -2.165 -2.866 1.094
O 3.841 -0.007 1.624
S 1.044 -2.565 1.024
O -2.245 2.202 -1.664
O 1.146 0.343 -0.524
O -0.338 -0.179 1.307
O -0.005 0.141 -0.029
S -0.095 0.046 2.041
O -1.455 -0.211 -0.924
O 0.351 0.201 0.801
O 1.305 0.190 -1.479
O -0.159 0.045 -0.493
O 0.027 -0.030 0.055
H -0.132 -0.024 -0.257
H 0.106 0.046 0.219
O 0.002 0.350 0.094
H 0.278 -0.136 -0.042
H -0.286 -0.196 -0.068

Entry from the Open Molecules 2025 dataset: a 2-piece molecular cluster, C15H32B3Cl2N2O5P overall at a distorted geometry (the ωB97M-V functional and the def2-TZVPD basis).

The value obtained for the largest force on an atom is 0.071 Eh/bohr. Its HOMO energy is -8.27 eV. Its total charge is 0. The calculation puts the calculated total energy at -2412.895987 Ha. The value obtained for the LUMO energy is 0.06 eV.

Positions of all 60 atoms, in Å:
1 C -5.921 -1.521 -1.737
2 C -4.867 -0.551 -2.467
3 P -3.178 -0.833 -1.659
4 C -3.325 -0.206 0.148
5 B -1.879 0.348 -2.439
6 O -0.920 0.004 -3.447
7 B 0.371 0.176 -2.776
8 C 1.420 -1.064 -2.754
9 C 2.609 -0.916 -3.825
10 C 4.034 -1.221 -3.099
11 C 4.785 -2.411 -3.909
12 N 3.905 -3.615 -3.785
13 C 4.645 -4.853 -3.599
14 C 5.845 -5.080 -2.589
15 O 4.271 -5.851 -4.274
16 O 0.612 1.451 -2.137
17 B -0.519 1.772 -1.279
18 C -0.361 2.146 0.307
19 Cl 1.415 2.670 0.494
20 C -1.325 3.384 0.734
21 C -2.236 3.075 2.001
22 Cl -0.286 4.858 1.175
23 O -1.825 1.725 -1.930
24 H -6.902 -0.999 -1.477
25 H -5.465 -1.866 -0.746
26 H -6.200 -2.411 -2.404
27 H -4.778 -0.771 -3.587
28 H -5.254 0.520 -2.324
29 H -3.414 0.939 0.110
30 H -2.337 -0.422 0.684
31 H -4.214 -0.661 0.681
32 H 0.861 -2.032 -3.007
33 H 1.783 -1.172 -1.677
34 H 2.484 -1.603 -4.731
35 H 2.686 0.145 -4.243
36 H 4.669 -0.286 -3.006
37 H 3.853 -1.658 -2.055
38 H 4.934 -2.117 -5.008
39 H 5.805 -2.513 -3.425
40 H 3.466 -3.718 -4.716
41 H 6.721 -5.475 -3.216
42 H 5.573 -5.858 -1.798
43 H 6.173 -4.128 -2.044
44 H -0.530 1.231 0.958
45 H -1.952 3.734 -0.160
46 H -2.842 2.108 1.877
47 H -1.643 3.014 2.989
48 H -2.961 3.955 2.125
49 C -0.342 1.627 5.649
50 O -1.035 1.651 4.649
51 N -0.606 2.300 6.802
52 C 0.267 2.222 7.955
53 C -1.800 3.121 6.878
54 H 0.585 1.035 5.696
55 H -0.295 1.824 8.803
56 H 0.630 3.225 8.197
57 H 1.120 1.573 7.755
58 H -2.678 2.494 6.704
59 H -1.758 3.888 6.101
60 H -1.876 3.595 7.857

Atomic forces in eV per Å
C -0.036 -0.151 -0.053
C -1.007 0.656 0.137
P -0.483 -1.317 0.635
C 0.377 1.445 -0.496
B -0.029 2.420 -1.648
O 0.281 0.218 3.262
B -0.128 0.429 -0.997
C -0.698 -0.207 -0.523
C 1.140 0.506 0.812
C -0.179 -1.048 -0.803
C -0.169 2.254 0.973
N 2.781 -0.970 -0.866
C -1.371 -2.606 -1.609
C 0.081 0.819 0.009
O 1.113 2.795 2.022
O -2.114 -2.031 1.288
B -0.080 0.627 -1.756
C 0.275 0.852 -0.570
Cl -0.754 -1.315 -0.008
C -0.265 -0.209 0.474
C -0.161 0.437 0.252
Cl -1.320 -0.357 -0.241
O 2.437 -2.275 1.448
H 1.370 -0.481 -0.454
H -0.796 0.138 -1.457
H 0.625 1.158 1.150
H -0.123 0.325 1.639
H 0.773 -1.383 -0.388
H -0.131 -1.612 0.266
H -1.513 -0.005 -0.668
H 1.206 0.473 -0.613
H 0.654 1.389 0.476
H -0.105 0.193 -1.494
H -0.072 0.888 1.440
H -0.293 -1.359 0.567
H -0.731 -1.130 -0.192
H 0.239 0.766 -1.462
H -0.178 -0.457 1.540
H -1.223 -0.328 -0.712
H -0.088 -0.348 1.037
H -1.329 0.552 0.960
H 0.173 1.032 -1.330
H -0.482 -1.361 -0.797
H 0.225 1.274 -0.615
H 0.943 -0.661 1.361
H 0.953 1.414 0.077
H -0.732 -0.092 -1.859
H 0.907 -1.302 -0.252
C -0.044 0.203 0.376
O -0.043 0.060 0.233
N 0.321 -0.436 -0.491
C -0.240 0.135 -0.061
C -0.049 -0.088 -0.303
H 0.027 0.019 0.081
H 0.177 0.029 0.088
H 0.091 -0.105 0.144
H -0.106 0.048 -0.058
H -0.044 0.167 0.015
H -0.150 0.008 0.090
H 0.098 -0.094 -0.075